# 1
Molecular formula: C25H22CeNO4S
Method: DFT, ωB97M-V/def2-TZVPD

The expectation value of S² is 0.75. As for the total energy: -59724.1498 eV. The highest occupied orbital energy (alpha / beta) is -8.31 / -8.33 eV.

```
! RIJCOSX wB97M-V def2-TZVPD def2/J DEFGRID3
* xyz 0 2
C 0.35933 1.38478 -2.01721
C 1.68806 1.22369 -1.46599
C 1.99570 -0.17774 -1.48132
H 2.28636 2.05217 -1.06599
C 0.89326 -0.85459 -2.07572
C -0.11597 0.08691 -2.38996
H -1.07263 -0.11708 -2.85892
H -0.15354 2.33617 -2.17307
H 2.91268 -0.65909 -1.14109
H 0.89301 -1.90374 -2.31898
C -2.13449 0.07073 1.91406
C -2.24061 1.37188 1.31345
C -2.48718 1.19262 -0.09996
H -2.13193 2.34329 1.81511
C -2.49979 -0.21497 -0.36527
C -2.26027 -0.89504 0.87140
H -2.23071 -1.96208 1.04204
H -1.97293 -0.13584 2.97830
H -2.70706 1.99341 -0.80718
H -2.71684 -0.67546 -1.32795
Ce -0.02603 0.65496 0.35173
O 0.16048 -3.34462 -0.33363
C 1.38695 -3.58248 0.39861
C 0.99007 -4.52512 -0.70971
H 2.17316 -2.85808 0.18288
H 1.27214 -3.96182 1.41769
H 1.54917 -4.43281 -1.65230
H 1.22500 -6.83861 -2.17061
C 0.70266 -6.99247 -1.22231
C 0.44133 -5.85835 -0.40163
C -0.30248 -6.05420 0.78385
H -0.56944 -5.18668 1.40019
C -0.70295 -7.34006 1.16851
H -1.26284 -7.45684 2.10345
C -0.39116 -8.45796 0.37623
H -0.68970 -9.45839 0.70208
C 0.30919 -8.27621 -0.82898
H 0.54293 -9.14411 -1.45496
O -1.95095 5.93046 2.97164
S -1.65982 5.57056 1.60596
O -2.64292 5.79689 0.58142
N -1.01402 4.04857 1.53715
C 0.08655 3.92996 0.82048
O 0.57073 2.77248 0.50592
C 0.70997 5.22990 0.51967
C 1.96885 5.54708 -0.03281
C 2.30322 6.90654 -0.09058
C 1.41920 7.89824 0.40546
C 0.15245 7.57172 0.92093
C -0.13049 6.21902 1.01557
H 2.65576 4.75513 -0.35543
H 3.27313 7.21510 -0.50196
H 1.72005 8.94932 0.37460
H -0.57465 8.31287 1.26511
*
```

***

# 2
Molecular formula: C25H22Cl3IrN4O3S
Method: DFT, ωB97M-V/def2-TZVPD

The expectation value of S² is 0.75. As for the total energy: -89620.7420 eV. The highest occupied orbital energy (alpha / beta) is -10.14 / -10.13 eV.

```
! RIJCOSX wB97M-V def2-TZVPD def2/J DEFGRID3
* xyz 1 2
Ir 0.70821 0.18312 0.05789
O -0.08877 -0.64528 -1.67336
C 0.37458 -1.19921 -2.77700
C -0.52911 -1.88389 -3.60426
C -0.12256 -2.39481 -4.81612
C 1.19744 -2.22364 -5.26258
C 2.09470 -1.59166 -4.44531
C 1.70403 -1.10097 -3.18329
C 2.67601 -0.54751 -2.31587
N 2.50442 -0.12269 -1.11766
C 3.65622 0.40577 -0.41158
C 3.56104 -0.06402 0.99007
N 2.26346 0.34894 1.49900
C 2.13568 0.48666 2.76866
C 0.95355 0.80628 3.47204
C 0.93078 0.74629 4.87658
C -0.23404 0.96451 5.56496
C -1.40326 1.24364 4.84508
C -1.37968 1.34200 3.46945
C -0.18941 1.14910 2.76229
O -0.19836 1.31534 1.44538
H -1.54552 -1.99575 -3.24823
H -0.83151 -2.93600 -5.42902
H 1.50045 -2.59751 -6.23008
H 3.12710 -1.47614 -4.75614
H 3.68857 -0.50942 -2.71874
H 3.60573 1.49894 -0.43746
H 4.59837 0.09175 -0.86165
H 4.37968 0.34836 1.58054
H 3.61447 -1.15615 1.02783
H 3.02107 0.31469 3.38084
H 1.84065 0.49914 5.41143
H -0.25481 0.92149 6.64454
H -2.33788 1.37908 5.37366
H -2.26796 1.57056 2.89440
Cl -4.86435 -3.74870 3.06497
C -3.38631 -2.97648 2.59357
C -3.40615 -1.98318 1.63672
C -2.20720 -1.42337 1.23432
Cl -2.19694 -0.13264 0.08378
C -0.95948 -1.81853 1.72478
O 0.22391 -1.39618 1.30225
C -1.01197 -2.75448 2.77031
Cl 0.48392 -3.19705 3.52798
C -2.18911 -3.34278 3.18656
H -4.33989 -1.65111 1.20520
H -2.17001 -4.08288 3.97423
S 1.03653 2.44926 -0.87523
C -0.35334 2.68808 -1.85364
N -1.19083 1.77298 -2.30406
C -2.25205 2.35227 -3.13234
C -1.97007 3.86624 -3.03749
N -0.72309 3.89915 -2.27002
H -1.00117 0.77435 -2.22738
H -3.22950 2.08582 -2.73529
H -2.18098 1.98197 -4.15407
H -2.75936 4.39795 -2.50837
H -1.83704 4.32510 -4.01485
H -0.26886 4.74316 -1.96827
*
```

***

# 3
Molecular formula: C25H22ClI2N3O2V
Method: DFT, ωB97M-V/def2-TZVPD

The expectation value of S² is 0.79. As for the total energy: -89244.4241 eV. The highest occupied orbital energy (alpha / beta) is -12.94 / -13.00 eV.

```
! RIJCOSX wB97M-V def2-TZVPD def2/J DEFGRID3
* xyz 2 2
V 0.80287 -0.13089 -0.40381
I -4.35441 -3.36714 -4.99269
C -2.75588 -2.58934 -3.92467
C -1.55566 -2.32887 -4.57813
C -0.47276 -1.81628 -3.87564
I 1.33193 -1.46288 -4.81638
C -0.63668 -1.56547 -2.51973
O 0.43622 -1.08638 -1.81445
C -1.82088 -1.81774 -1.83938
C -1.97484 -1.51352 -0.37427
N -0.72857 -1.67137 0.41932
C -0.99133 -1.49603 1.85729
C -0.67082 -0.09401 2.29486
C -1.17817 0.47088 3.45860
C -0.75187 1.73129 3.83753
C 0.17461 2.40479 3.04646
C 0.62289 1.78180 1.90347
N 0.19889 0.56493 1.52756
C -2.88532 -2.34624 -2.56376
H -1.46268 -2.53576 -5.63548
H -2.31421 -0.48175 -0.22930
H -2.75073 -2.16457 0.03647
H -0.36524 -2.60967 0.27541
H -2.02158 -1.74952 2.11885
H -0.34657 -2.17827 2.41814
H -1.88910 -0.08234 4.05730
H -1.13157 2.18403 4.74373
H 0.54235 3.38419 3.31662
H 1.34196 2.26081 1.24733
H -3.81731 -2.56744 -2.05868
O -0.13664 1.31176 -1.19865
N -0.41661 2.58785 -0.88671
C 0.39658 3.54183 -1.37419
C 0.10478 4.86727 -1.14378
C -1.03866 5.19814 -0.42863
C -1.86511 4.18848 0.04134
C -1.53402 2.87309 -0.20134
H 1.23805 3.17187 -1.94150
H 0.76653 5.62241 -1.54242
H -1.29033 6.23448 -0.25007
H -2.77243 4.40601 0.58592
H -2.12204 2.02044 0.10285
Cl 2.77799 -4.48195 2.96271
C 2.81453 -3.11972 1.91753
C 2.65850 -3.30217 0.55102
C 2.67908 -2.19424 -0.28433
C 2.85024 -0.89725 0.24095
C 2.75073 0.27614 -0.63760
C 3.00495 -0.75178 1.63876
C 2.99963 -1.84728 2.46838
H 2.54635 -4.29884 0.14737
H 2.58617 -2.32536 -1.35499
H 2.96957 0.09502 -1.68822
H 3.16157 1.20464 -0.24929
H 3.15147 0.23669 2.05735
H 3.14357 -1.74477 3.53497
*
```

***

# 4
Molecular formula: C25H22ErNO4S
Method: DFT, ωB97M-V/def2-TZVPD

The expectation value of S² is 3.75. As for the total energy: -74416.7400 eV. The highest occupied orbital energy (alpha / beta) is -7.43 / -7.46 eV.

```
! RIJCOSX wB97M-V def2-TZVPD def2/J DEFGRID3
* xyz 0 4
C -1.54589 -1.21496 -1.75478
C -1.03197 -0.10101 -2.49426
C 0.38185 -0.26381 -2.61386
H -1.61826 0.70844 -2.94049
C 0.74480 -1.47277 -1.93788
C -0.44325 -2.05493 -1.40662
H -0.50116 -3.00947 -0.88250
H -2.60198 -1.43152 -1.56614
H 1.05218 0.39339 -3.16323
H 1.73718 -1.91765 -1.90420
C 0.33920 0.15718 2.68593
C -1.00457 -0.29432 2.49468
C -0.97900 -1.54538 1.80863
H -1.89924 0.18681 2.88480
C 0.39488 -1.87014 1.55907
C 1.20267 -0.82645 2.11205
H 2.29271 -0.84380 2.16422
H 0.65764 1.04193 3.24406
H -1.84937 -2.17432 1.59599
H 0.76881 -2.80740 1.13738
Er -0.23324 0.08356 0.03693
O 1.63008 0.70524 -0.19475
C 2.97411 0.94861 -0.55073
C 3.80519 -0.21357 -0.96068
H 2.95413 1.60480 -1.44974
H 3.44452 1.50997 0.27669
H 3.44176 -0.77113 -1.82141
H 5.57108 -1.81678 -2.08129
C 5.91750 -1.40134 -1.13410
C 5.00144 -0.58866 -0.38444
C 5.42224 -0.15691 0.92717
H 4.69301 0.37193 1.54878
C 6.72166 -0.39209 1.35769
H 7.03540 -0.03178 2.33949
C 7.63557 -1.05962 0.52590
H 8.66768 -1.17833 0.84684
C 7.22095 -1.58381 -0.70752
H 7.93286 -2.10879 -1.34690
O -5.28414 2.00712 3.25799
S -5.15171 0.91572 2.32489
O -5.74472 -0.35660 2.65035
N -3.58383 0.74357 1.81874
C -3.29533 1.15189 0.59059
O -2.10763 1.18713 0.10216
C -4.53308 1.56824 -0.12183
C -4.70959 1.96904 -1.44936
C -5.99710 2.26176 -1.90183
C -7.11221 2.13341 -1.05324
C -6.92954 1.74767 0.28214
C -5.63782 1.45650 0.70763
H -3.82553 2.03383 -2.08097
H -6.14764 2.58059 -2.93191
H -8.11327 2.34966 -1.43020
H -7.76001 1.66933 0.98407
*
```

***

# 5
Molecular formula: C25H22F5FeNS3Se
Method: DFT, ωB97M-V/def2-TZVPD

The expectation value of S² is 6.02. As for the total energy: -173597.3428 eV. The highest occupied orbital energy (alpha / beta) is -7.80 / -7.91 eV.

```
! RIJCOSX wB97M-V def2-TZVPD def2/J DEFGRID3
* xyz 0 5
Fe 0.02073 0.76882 0.79921
C -1.82155 -1.16889 -1.96696
C -1.81401 -2.15126 -0.84527
S -1.01333 -1.62261 0.68187
C -2.41052 -1.17077 1.80326
C -3.19761 0.06447 1.41859
S -2.30655 1.65618 1.02495
C -2.93319 2.21284 -0.58130
C -2.53583 1.48245 -1.83473
S -3.25081 -0.10919 -2.02668
H -1.83375 -1.72157 -2.87411
H -0.98407 -0.48448 -1.93508
H -1.21234 -3.03836 -1.01960
H -2.76767 -2.59163 -0.50740
H -1.95260 -1.04252 2.77905
H -3.04267 -2.06507 1.79240
H -3.78697 0.33484 2.29865
H -3.88849 -0.15596 0.56565
H -2.64469 3.26512 -0.65723
H -4.02980 2.23510 -0.48108
H -1.43671 1.49631 -1.91397
H -2.90352 2.03434 -2.71326
N 0.59122 0.91900 -0.99278
C 1.61009 0.49909 -1.62615
C 1.73374 0.47745 -3.12408
C 0.58782 0.51863 -3.94957
C 0.70623 0.44186 -5.31471
C 1.95091 0.31219 -5.92902
C 3.10820 0.34735 -5.14359
C 3.01041 0.43142 -3.75192
C 2.84286 -0.09136 -0.91406
C 3.35087 0.66876 0.13816
C 4.43889 0.22600 0.85412
C 5.14109 -0.91471 0.48951
C 4.64321 -1.68883 -0.54391
C 3.49146 -1.29710 -1.26544
H -0.36690 0.69466 -3.44795
H -0.24482 0.42337 -5.90055
H 2.08899 0.23348 -7.03333
H 4.08444 0.27974 -5.65742
H 3.85739 0.51688 -3.01192
H 2.86792 1.62188 0.39489
H 4.82990 0.77782 1.65723
H 6.05192 -1.22995 1.09843
H 5.17947 -2.58921 -0.69458
H 3.16688 -1.89065 -2.10312
F -3.58337 -0.04324 6.87864
C -2.52308 0.08148 6.07768
C -1.52880 -0.90319 6.04303
F -1.63612 -1.99878 6.83835
C -0.45887 -0.76017 5.19649
F 0.39995 -1.76236 5.16203
C -0.32523 0.29395 4.29086
Se 1.13904 0.33009 3.06039
C -1.32053 1.27440 4.39990
F -1.30097 2.36002 3.61836
C -2.41553 1.18062 5.22668
F -3.42269 2.03127 5.17241
*
```

***

# 6
Molecular formula: C25H22FN3O4
Method: DFT, ωB97M-V/def2-TZVPD

As for the structure (SMILES): Cc1cc(C(=O)Cn2nc(C(=O)O)c3ccccc3c2=O)c(C)n1CCc1ccc(F)cc1. As for the total energy: -41661.0551 eV. The highest occupied orbital energy is -8.37 eV.

```
! RIJCOSX wB97M-V def2-TZVPD def2/J DEFGRID3
* xyz 0 1
C -0.14949 -0.23292 2.98003
C 0.32513 -1.12967 1.89271
C 1.60209 -1.42414 1.51923
C 1.53146 -2.34540 0.43420
C 2.61848 -2.82426 -0.39381
O 2.60365 -3.84851 -1.04320
C 3.81904 -1.86881 -0.49356
N 3.37529 -0.49034 -0.52487
N 2.24265 -0.28539 -1.16073
C 1.62711 0.85837 -1.12539
C 0.29189 0.82342 -1.79426
O -0.50877 1.72167 -1.77530
O 0.01925 -0.34431 -2.38045
C 2.17085 1.99124 -0.42549
C 1.57540 3.25691 -0.37352
C 2.18841 4.27724 0.31880
C 3.40077 4.06886 0.97447
C 4.00031 2.83023 0.93732
C 3.39745 1.78356 0.23794
C 4.03743 0.46822 0.23686
O 5.04964 0.17736 0.84188
C 0.17942 -2.58133 0.20186
C -0.44400 -3.44724 -0.82930
N -0.53360 -1.83151 1.07723
C -1.96361 -1.65642 1.04835
C -2.32877 -0.51429 0.09384
C -3.77233 -0.09093 0.09706
C -4.09763 1.08937 -0.56810
C -5.40080 1.54235 -0.62080
C -6.38638 0.79895 0.00423
F -7.66477 1.23340 -0.03547
C -6.09673 -0.37646 0.66782
C -4.78383 -0.81754 0.70863
H -0.72898 -0.78491 3.72075
H 0.70987 0.20744 3.47804
H -0.77227 0.57238 2.59050
H 2.49370 -1.06041 1.99102
H 4.48408 -1.97994 0.36824
H 4.37918 -2.11684 -1.40004
H 0.77478 -0.95188 -2.26220
H 0.63792 3.41587 -0.88032
H 1.72490 5.25186 0.35262
H 3.86830 4.88047 1.51107
H 4.93712 2.63607 1.43701
H -1.05233 -4.22220 -0.36249
H 0.34051 -3.93408 -1.40150
H -1.07895 -2.87403 -1.50432
H -2.30913 -1.42538 2.05848
H -2.42453 -2.59084 0.72181
H -2.05775 -0.79795 -0.92676
H -1.71795 0.35817 0.34190
H -3.31263 1.65146 -1.05223
H -5.65949 2.45465 -1.13414
H -6.88850 -0.93453 1.14202
H -4.56632 -1.73933 1.22475
*
```